1.
Formula: C4H10OS2
Source: OMol25
Level of theory: ωB97M-V/def2-TZVPD

```
17
Properties=species:S:1:pos:R:3:nbo_charge:R:1
C -0.0125 0.6310 -2.0963 -0.41
C -0.0376 1.9977 -1.2561 -0.07
O 1.0366 2.1601 -0.3582 -0.73
C 0.0303 -0.5494 -1.0208 -0.58
S -1.2648 -0.6860 0.1906 0.09
S -1.1292 -2.1744 1.5318 0.12
C -0.1485 -1.8194 2.9676 -0.78
H -0.9296 0.5298 -2.7642 0.22
H 0.9007 0.6067 -2.7129 0.22
H 0.2732 2.8796 -2.0025 0.19
H -1.0710 2.1492 -0.8243 0.18
H 1.2238 1.4520 0.2541 0.47
H 0.9648 -0.3697 -0.5402 0.20
H 0.1482 -1.4573 -1.5485 0.22
H -0.8399 -1.8094 3.8657 0.22
H 0.5623 -2.5888 3.2176 0.23
H 0.2933 -0.9515 3.0964 0.22
```

The HOMO-LUMO gap comes out at 9.53 eV. For the HOMO energy, the calculation gives -8.824 eV. The charge is 0. The LUMO energy is 0.7 eV.

2.
Formula: C4H10S
Source: OMol25
Level of theory: ωB97M-V/def2-TZVPD

```
15
Properties=species:S:1:pos:R:3:nbo_charge:R:1
C -0.4734 -1.2032 1.0566 -0.64
C 0.8023 -0.3905 1.4672 -0.39
C -0.2570 0.5511 1.6387 -0.06
S -0.8077 0.6912 -1.3447 -0.70
C 0.2306 0.9454 -2.8068 -0.73
H -1.5275 -0.8709 0.9936 0.34
H -0.4703 -1.9184 1.8878 0.24
H -0.3329 -1.5765 0.0414 0.34
H 1.3459 -0.7377 2.3349 0.24
H 1.4524 -0.2175 0.6154 0.27
H -0.4986 1.3353 0.9271 0.31
H -0.7059 0.5500 2.6266 0.21
H -0.3786 0.5353 -3.6172 0.20
H 1.1349 0.3547 -2.6829 0.19
H 0.4856 1.9517 -3.1378 0.19
```

The HOMO-LUMO gap comes out at 5.58 eV. For the HOMO energy, the calculation gives -6.315 eV. The charge is 0. The LUMO energy is -0.7 eV.

3.
Formula: C4H10S
Source: OMol25
Level of theory: ωB97M-V/def2-TZVPD

```
15
Properties=species:S:1:pos:R:3:nbo_charge:R:1
C 1.9150 -1.1870 1.2680 -0.41
C 2.0452 -1.0284 -0.0622 -0.40
H 2.1315 -2.1825 1.7438 0.21
H 1.9506 -0.2898 2.0164 0.19
H 1.8783 -1.9003 -0.6538 0.19
H 2.2410 -0.0477 -0.5863 0.22
C -0.6513 0.4356 1.2655 -0.71
S -0.7954 1.0566 -0.4816 0.14
C -1.4435 -0.2130 -1.5241 -0.75
H -0.6527 -0.6546 1.1008 0.23
H 0.2910 0.8374 1.6327 0.23
H -1.5505 0.6547 1.8345 0.22
H -1.9459 0.2810 -2.3173 0.23
H -2.1468 -0.7317 -0.9375 0.21
H -0.6626 -0.9160 -1.8119 0.21
```

The HOMO-LUMO gap comes out at 9.33 eV. For the HOMO energy, the calculation gives -8.276 eV. The charge is 0. The LUMO energy is 1.1 eV.

4.
Formula: C4H10S2
Source: OMol25
Level of theory: ωB97M-V/def2-TZVPD

```
16
Properties=species:S:1:pos:R:3:nbo_charge:R:1
C 1.2858 1.3242 0.8952 -0.75
S 0.1734 2.6150 0.2901 0.07
S -0.9346 3.3327 1.9580 -0.13
H 2.1672 1.1976 0.2725 0.24
H 1.5923 1.6696 1.8754 0.22
H 0.7820 0.3435 0.8731 0.23
H 0.0707 3.2853 2.8296 0.12
C -0.2565 -1.3288 -2.0436 -0.67
C -0.4502 -2.0802 -0.7357 -0.18
C -1.1675 -1.5420 0.2576 -0.40
H -1.1231 -0.6855 -2.2485 0.21
H -0.1996 -2.1623 -2.7547 0.21
H 0.5279 -0.6228 -2.3245 0.23
H 0.3304 -2.8102 -0.5433 0.20
H -1.1718 -1.9605 1.2584 0.20
H -1.6264 -0.5757 0.1404 0.20
```

The HOMO-LUMO gap comes out at 8.85 eV. For the HOMO energy, the calculation gives -8.451 eV. The charge is 0. The LUMO energy is 0.4 eV.

5.
Formula: C4H10Si
Source: OMol25
Level of theory: ωB97M-V/def2-TZVPD

```
15
Properties=species:S:1:pos:R:3:nbo_charge:R:1
C 0.9169 -0.0874 0.0169 -0.19
C 0.3743 0.8975 0.6765 -0.18
C 1.0567 -0.1731 -1.4545 -0.65
C 0.3602 0.8701 2.2414 -0.64
Si -2.3950 -1.7669 -1.8442 0.56
H 1.1187 -1.0780 0.3957 0.19
H 0.5125 -1.0738 -1.7949 0.22
H 0.8556 0.8334 -1.8903 0.21
H 2.1459 -0.3208 -1.9043 0.21
H 0.3590 1.8970 2.5196 0.21
H -0.5858 0.3961 2.6071 0.21
H 1.1355 0.2548 2.7510 0.22
H -1.9735 -0.7004 -0.8995 -0.28
H -0.0121 1.8206 0.3045 0.20
H -3.8690 -1.7692 -1.7251 -0.28
```

The HOMO-LUMO gap comes out at 7.37 eV. For the HOMO energy, the calculation gives -8.437 eV. The charge is 0. The LUMO energy is -1.1 eV.

6.
Formula: C4H11Ag2ClNO
Source: OMol25
Level of theory: ωB97M-V/def2-TZVPD

```
20
Properties=species:S:1:pos:R:3:nbo_charge:R:1
Ag 7.5118 -9.4411 -17.3351 1.02
Ag 5.8104 -13.9287 -18.8362 1.00
Cl 6.4310 -11.9135 -17.0790 -0.11
C 7.4909 -9.0452 -12.8436 -0.65
C 6.5227 -9.1330 -14.0262 -0.07
C 5.1971 -8.4816 -13.6043 -0.15
O 5.3796 -7.1081 -13.3728 -0.06
C 4.3584 -6.3632 -12.7641 -0.30
N 7.1749 -8.4093 -15.2380 -0.92
H 7.1644 -9.7233 -12.0483 0.27
H 7.5262 -8.0468 -12.4011 0.24
H 8.4984 -9.3660 -13.1048 0.26
H 6.4082 -10.1731 -14.3090 0.23
H 4.8058 -8.9562 -12.6927 0.29
H 4.3990 -8.5939 -14.3645 0.28
H 3.7202 -6.9661 -12.1164 0.26
H 3.7835 -5.9631 -13.6373 0.32
H 4.7995 -5.5135 -12.2367 0.30
H 7.9168 -7.8444 -14.8145 0.43
H 6.5398 -7.6617 -15.5408 0.39
```

The spin multiplicity is 3. The HOMO-LUMO gap (spin up / spin down) comes out at 10.27 / 5.60 eV. For the HOMO energy (spin up / spin down), the calculation gives -21.789 / -21.614 eV. As for the expectation value of S²: 2.011. The charge is +3. The LUMO energy (spin up / spin down) is -11.5 / -16.0 eV.

7.
Formula: C4H11B
Source: OMol25
Level of theory: ωB97M-V/def2-TZVPD

```
16
Properties=species:S:1:pos:R:3:nbo_charge:R:1
B 1.2389 -0.7512 0.1759 0.64
C -1.6270 1.1025 0.0803 -0.63
C 2.5742 0.4609 0.0613 -0.98
C -1.6903 -0.2658 -0.4486 -0.41
C -0.5436 -1.1698 0.0280 -0.69
H 3.3113 0.2278 -0.7005 0.23
H 1.9066 -1.7451 0.5371 -0.11
H -2.0094 1.2522 1.0769 0.22
H -2.2925 1.8176 -0.4765 0.21
H -0.7062 1.6667 -0.2215 0.22
H 2.5176 1.6147 -0.0497 0.22
H 3.0282 0.5801 1.0828 0.24
H -2.5543 -0.8014 -0.0595 0.20
H -1.7552 -0.3195 -1.5631 0.20
H -0.5625 -2.1878 -0.5023 0.23
H -0.8360 -1.4820 0.9794 0.22
```

The HOMO-LUMO gap comes out at 10.80 eV. For the HOMO energy, the calculation gives -10.217 eV. The charge is 0. The LUMO energy is 0.6 eV.

8.
Formula: C4H11B
Source: OMol25
Level of theory: ωB97M-V/def2-TZVPD

```
16
Properties=species:S:1:pos:R:3:nbo_charge:R:1
B 0.8120 1.4149 -0.0881 0.50
C 0.5674 -0.0536 0.3868 -0.59
C 1.6650 -0.8936 -0.3117 -0.59
C -0.8110 -0.6157 0.0064 -0.38
C -1.9780 0.3689 0.2004 -0.62
H 0.5257 1.7490 -1.1969 -0.10
H 1.3628 2.1884 0.6358 -0.09
H 0.7244 -0.1542 1.4586 0.21
H 2.6637 -0.6544 0.0497 0.21
H 1.4776 -1.9465 -0.1093 0.22
H 1.6428 -0.7292 -1.3869 0.20
H -0.9971 -1.4927 0.6265 0.20
H -0.7831 -0.9635 -1.0233 0.20
H -1.7669 1.1160 0.9617 0.20
H -2.8621 -0.1734 0.5322 0.21
H -2.2432 0.8396 -0.7420 0.21
```

The HOMO-LUMO gap comes out at 11.07 eV. For the HOMO energy, the calculation gives -10.543 eV. The charge is 0. The LUMO energy is 0.5 eV.

9.
Formula: C4H11BO2
Source: OMol25
Level of theory: ωB97M-V/def2-TZVPD

```
18
Properties=species:S:1:pos:R:3:nbo_charge:R:1
B 0.8746 0.3509 -0.4828 0.86
C 2.0978 0.0899 0.3676 -1.00
C -1.4029 0.6215 1.2828 -0.61
C -1.6334 -0.2117 -1.2314 -0.66
C -0.6746 0.3461 -0.2272 -0.01
O 1.1660 -0.3202 -2.0834 -0.98
O -0.0645 1.5771 -0.7922 -0.63
H 2.0248 0.7873 1.1984 0.23
H 3.1076 0.2659 -0.0608 0.24
H 1.9641 -0.8824 0.7748 0.25
H -1.7532 -0.3519 1.4559 0.21
H -2.3449 1.2622 1.1142 0.21
H -0.6971 0.9616 2.0089 0.22
H -1.7413 -1.2697 -0.8612 0.24
H -2.4838 0.3483 -1.4623 0.21
H -1.0905 -0.2645 -2.1406 0.24
H 2.0546 -0.5617 -2.0955 0.46
H -0.1565 1.4492 -1.7492 0.53
```

The HOMO-LUMO gap comes out at 10.12 eV. For the HOMO energy, the calculation gives -9.500 eV. The charge is 0. The LUMO energy is 0.6 eV.

10.
Formula: C4H11BO3
Source: OMol25
Level of theory: ωB97M-V/def2-TZVPD

```
19
Properties=species:S:1:pos:R:3:nbo_charge:R:1
B -0.1301 -1.1844 -1.9517 0.94
C 0.4222 -2.1312 0.1129 -0.27
C -2.3460 -0.1259 -2.1623 -0.24
C 0.5297 1.9455 3.5788 -0.17
C 1.1629 1.3555 1.5493 -0.12
O 0.7495 -1.8533 -1.1923 -0.69
O -1.3606 -0.8168 -1.3471 -0.74
O 0.3621 1.9102 2.3169 -0.32
H -0.6906 -1.8075 0.2744 0.20
H 1.1124 -1.4961 0.6625 0.18
H 0.5196 -3.1792 0.4460 0.18
H -2.5712 -0.8589 -2.9446 0.18
H -1.8968 0.8425 -2.4409 0.19
H -3.1754 -0.0645 -1.5725 0.18
H 0.1429 -0.8743 -3.0323 -0.12
H 1.4188 1.5541 4.0259 0.14
H -0.1881 2.3366 4.2094 0.16
H 2.1241 0.9012 1.8197 0.15
H 0.8673 1.1857 0.4935 0.16
```

The HOMO-LUMO gap (spin up / spin down) comes out at 8.23 / 8.11 eV. For the HOMO energy (spin up / spin down), the calculation gives -7.418 / -7.303 eV. The charge is 0. The LUMO energy (spin up / spin down) is 0.8 / 0.8 eV.

11.
Formula: C4H11BiClNO2W
Source: OMol25
Level of theory: ωB97M-V/def2-TZVPD

```
21
Properties=species:S:1:pos:R:3:nbo_charge:R:1
Bi -0.0014 1.4435 -2.6688 1.15
Cl 0.6711 -1.8000 0.0285 -0.43
C 2.2514 1.2282 -2.1034 -0.99
C -0.7414 -0.6673 -3.1851 -1.01
H 2.9145 1.4279 -2.9669 0.23
H 2.4773 1.8957 -1.2557 0.24
H 2.2882 0.1846 -1.7471 0.24
H -1.0613 -0.7637 -4.2370 0.24
H -1.5447 -0.9401 -2.4824 0.25
H 0.1339 -1.2855 -2.9758 0.24
W -0.0222 -0.2777 1.5548 1.30
C -1.8100 -1.1233 1.9999 -0.98
C -0.8965 1.3249 0.9522 -0.92
H -2.7255 -0.6207 1.6634 0.22
H -1.8221 -2.1997 1.7928 0.22
H -1.7327 -1.0049 3.1245 0.23
H -1.8896 1.2721 0.4350 0.20
H -0.4100 2.3026 0.7118 0.20
O 1.4503 0.9623 3.8704 -0.42
N 1.0773 -0.1566 3.4130 0.23
O 1.3934 -1.2021 4.0758 -0.43
```

The spin multiplicity is 3. The HOMO-LUMO gap (spin up / spin down) comes out at 4.20 / 5.12 eV. For the HOMO energy (spin up / spin down), the calculation gives -7.204 / -8.272 eV. As for the expectation value of S²: 2.063. The charge is 0. The LUMO energy (spin up / spin down) is -3.0 / -3.2 eV.

12.
Formula: C4H11Br2CaNO
Source: OMol25
Level of theory: ωB97M-V/def2-TZVPD

```
20
Properties=species:S:1:pos:R:3:nbo_charge:R:1
Ca 21.7234 11.1934 15.9006 1.69
Br 25.2697 9.7249 13.9283 -0.86
Br 22.8363 10.3448 19.8821 -0.86
C 17.8165 13.7685 12.4158 -0.63
C 18.6082 13.4507 13.6629 -0.08
C 17.7224 12.9540 14.7853 -0.07
O 18.5435 12.7449 15.9406 -0.57
C 17.6475 12.4917 17.0215 -0.28
N 19.5842 12.4301 13.3053 -0.87
H 18.4456 13.9873 11.5529 0.22
H 17.2390 14.6828 12.5523 0.22
H 17.0780 12.9924 12.2148 0.21
H 19.1172 14.3675 13.9605 0.20
H 17.2591 12.0118 14.4923 0.18
H 17.0586 13.7988 14.9692 0.19
H 17.0518 13.3506 17.3307 0.19
H 18.2602 12.2285 17.8837 0.20
H 16.9709 11.6385 16.9744 0.18
H 19.0733 11.6968 12.8349 0.36
H 20.0980 12.9034 12.5758 0.37
```

The HOMO-LUMO gap comes out at 4.85 eV. For the HOMO energy, the calculation gives -7.772 eV. The charge is 0. The LUMO energy is -2.9 eV.

13.
Formula: C4H11BrClInW
Source: OMol25
Level of theory: ωB97M-V/def2-TZVPD

```
19
Properties=species:S:1:pos:R:3:lowdin_charge:R:1
In -2.9538 3.0644 -0.2592 1.09
Cl -0.1258 2.2231 -0.3245 -0.07
C -3.6280 2.1665 1.6391 -0.22
C -2.9081 2.8481 -2.3658 -0.26
H -4.7113 2.2123 1.6168 -0.03
H -3.3227 1.1449 1.8490 0.00
H -3.3032 2.7679 2.4947 -0.01
H -3.9327 2.8734 -2.7250 -0.02
H -2.4062 1.9832 -2.7838 0.01
H -2.4085 3.7100 -2.8307 0.00
W 0.2889 -0.0762 0.0986 0.46
C 1.4672 -0.4562 -1.4203 -0.44
C -0.8352 -1.4572 -0.5580 -0.39
H 1.0719 -1.0352 -2.2332 -0.01
H 1.9423 0.4398 -1.8215 -0.01
H 2.2931 -1.0283 -0.9760 -0.02
H -0.8827 -1.9709 -1.5527 -0.03
H -1.5964 -1.8102 0.1489 -0.07
Br 1.6140 -0.7715 1.9029 0.02
```

The spin multiplicity is 3. The HOMO-LUMO gap (spin up / spin down) comes out at 3.39 / 4.66 eV. For the HOMO energy (spin up / spin down), the calculation gives -5.763 / -7.018 eV. As for the expectation value of S²: 2.023. The charge is 0. The LUMO energy (spin up / spin down) is -2.4 / -2.4 eV.

14.
Formula: C4H11BrSi
Source: OMol25
Level of theory: ωB97M-V/def2-TZVPD

```
17
Properties=species:S:1:pos:R:3:nbo_charge:R:1
C 1.1880 1.8692 0.0281 -0.59
C -0.8944 -1.2610 1.5948 -1.19
C -0.2385 -1.3358 -1.6995 -1.15
C -0.2821 1.3388 -0.1271 -0.99
Si -0.7514 -0.4654 -0.0830 1.87
Br -4.0840 0.2388 0.1039 -0.70
H 1.8104 1.4908 -0.7036 0.20
H 1.3109 2.9420 -0.0658 0.22
H 1.6324 1.6360 1.0126 0.21
H -1.5263 -0.5695 2.0976 0.28
H -1.4328 -2.1540 1.6140 0.27
H -0.0245 -1.3005 2.2223 0.26
H 0.5880 -0.9310 -2.1299 0.25
H -0.0290 -2.3515 -1.4642 0.25
H -1.0647 -1.3732 -2.4275 0.28
H -0.5734 1.7165 -1.1437 0.26
H -1.0673 1.7201 0.6016 0.27
```

The HOMO-LUMO gap comes out at 7.37 eV. For the HOMO energy, the calculation gives -8.388 eV. The charge is 0. The LUMO energy is -1.0 eV.